Here is a structure of composition C8H7CrN2O5S at a distorted geometry from OMol25. Energies are from wB97M-V/def2-TZVPD.

Positions of all 24 atoms, in Å:
O: 5.28725 -0.40737 0.00104
C: 4.14719 -0.34631 -0.06002
Cr: -0.83297 -0.04763 -0.39892
O: 0.29842 0.55079 2.41769
C: -0.10354 0.30720 1.34578
C: -1.25611 -0.30681 -2.34865
O: -0.93476 -0.48040 -3.44690
C: -0.67199 -1.90836 -0.04878
O: -0.61169 -3.04516 0.12729
C: -0.45066 1.71675 -0.89103
O: -0.23097 2.76933 -1.35175
H: 0.72138 -0.11761 -0.45030
S: -3.01996 0.18313 -0.06669
C: -2.94212 0.55204 1.65259
N: -3.36780 -0.30925 2.58841
C: -3.59524 0.35809 3.84734
C: -3.25813 1.80135 3.55536
N: -2.85942 1.79468 2.16751
H: -3.37927 -1.32119 2.43216
H: -2.97571 -0.06692 4.63105
H: -4.64646 0.23403 4.07981
H: -2.46888 2.17780 4.19961
H: -4.13696 2.43220 3.62929
H: -2.41542 2.58518 1.68695

E_LUMO (spin up / spin down): -8.6 / -11.3 eV
Relative energy (zero: lowest compared OMol25 entry of this formula, charge and spin): 11.3 kJ/mol
Net charge: +2
2S+1: 4
Energy: -60864.2567 eV

---

Here is the molecule C6H9NO4 at a distorted geometry from OMol25. Energies are from wB97M-V/def2-TZVPD.

Positions of all 20 atoms, in Å:
O: -1.18456 -2.44812 -1.04795
C: -0.97335 -1.26389 -1.32649
O: -0.87454 -0.81942 -2.60351
C: -0.84895 -0.14448 -0.31618
C: -0.84577 -0.88806 1.13605
C: 0.53410 -0.73913 1.70722
N: 1.35889 0.01512 0.76171
C: 0.61985 0.52765 -0.30297
C: 0.35030 2.01087 -0.27234
O: -0.42283 2.52213 -1.05521
O: 1.43877 2.69820 0.23024
H: -1.35896 -1.49047 -3.17106
H: -1.70596 0.65659 -0.39989
H: -1.12934 -2.00303 1.21310
H: -1.44301 -0.27550 1.87181
H: 1.13311 -1.66037 1.71505
H: 0.60983 -0.14174 2.59085
H: 2.20128 -0.39062 0.54015
H: 1.14754 0.23118 -1.22529
H: 1.39361 3.60310 -0.04529

E_LUMO: 0.4 eV
Relative energy (zero: lowest compared OMol25 entry of this formula, charge and spin): 166.2 kJ/mol
SMILES: O=C(O)[C@H]1CCN[C@@H]1C(=O)O
Energy: -16047.1676 eV

---

Here is the molecule C4H3FO2 at a distorted geometry from OMol25. Energies are from wB97M-V/def2-TZVPD.

Positions of all 10 atoms, in Å:
C: -1.90584 -0.03538 0.04930
C: -0.38902 -0.28744 0.14885
O: 0.17591 -1.11928 0.79775
O: 0.35483 0.61805 -0.56053
C: 1.66626 0.45503 -0.45351
C: 2.82201 0.37080 -0.08095
F: 4.00633 -0.01478 0.22693
H: -1.94743 1.01437 -0.09392
H: -2.22725 -0.50714 -0.82266
H: -2.55581 -0.49422 0.78874

E_LUMO: 0.7 eV
Relative energy (zero: lowest compared OMol25 entry of this formula, charge and spin): 230.1 kJ/mol
SMILES: CC(=O)OC#CF
Energy: -11005.3235 eV

---

Here is the molecule C2H4OSi at a distorted geometry from OMol25. Energies are from wB97M-V/def2-TZVPD.

Positions of all 8 atoms, in Å:
C: -0.60739 0.03307 -2.87616
C: -0.57936 -0.09880 -1.67578
O: -0.70085 -0.32910 -0.38587
Si: 0.14089 -0.40476 1.01286
H: -0.32233 -0.00712 -3.83257
H: -0.00102 1.16834 1.33204
H: 1.50678 -0.98275 1.03333
H: -0.68590 -1.40508 1.62187

E_LUMO: 0.6 eV
Relative energy (zero: lowest compared OMol25 entry of this formula, charge and spin): 96.9 kJ/mol
SMILES: C#CO[SiH3]
Energy: -12061.0510 eV

---

Here is a cluster of 9 separate species, C4H24NO10 in total at a distorted geometry from OMol25. Energies are from wB97M-V/def2-TZVPD.

Positions of all 39 atoms, in Å:
C: -1.71940 1.69676 1.16069
C: -0.24986 1.47083 1.38542
N: 0.60012 1.61649 0.19435
C: 1.44948 0.39421 -0.19065
C: 0.61312 -0.50866 -1.15610
O: 0.42544 -0.25477 -2.32627
O: 0.27865 -1.59899 -0.51739
H: -2.22746 1.74272 2.11857
H: -2.37889 0.85501 0.80365
H: -1.96501 2.52578 0.52904
H: 0.12927 2.16463 2.19060
H: -0.12010 0.50657 1.90010
H: 0.10676 1.75876 -0.68086
H: 1.75584 -0.15249 0.66027
H: 2.24869 0.81986 -0.74165
H: 1.64449 -2.80303 -0.36874
H: 2.92398 -2.38127 -1.02768
O: 2.53711 -3.13712 -0.56009
H: -2.78206 -0.89573 -2.44659
H: -3.47754 -0.16315 -1.23048
O: -3.50299 -0.29185 -2.17041
H: 2.14992 -0.20548 2.56807
H: 3.61423 -0.87071 2.22808
O: 3.12562 -0.15926 2.63356
H: -2.18535 2.77711 -1.78467
H: -0.76091 3.56772 -1.49632
O: -1.70856 3.57638 -1.54432
H: 0.01772 -0.73620 2.87173
H: 0.84808 -1.60832 1.92112
O: 0.81935 -1.25830 2.82488
H: 1.09004 3.29862 -1.22777
H: 1.96289 3.30943 -0.00651
O: 1.70445 3.85394 -0.75282
H: -1.75233 -3.88001 -0.19040
H: -0.25549 -3.85884 0.21579
O: -1.09737 -4.28083 0.38402
H: -1.02665 -1.87479 -1.45307
H: -1.07962 -2.74838 -2.61476
O: -1.75568 -2.26666 -2.10238

E_LUMO: 2.9 eV
Relative energy (zero: lowest compared OMol25 entry of this formula, charge and spin): 268.6 kJ/mol
Net charge: -1
Energy: -26504.1865 eV

---

Here is the ion C5H10N6 with charge +2 at a distorted geometry from OMol25. Energies are from wB97M-V/def2-TZVPD.

Positions of all 21 atoms, in Å:
C: -0.24589 -2.18394 -0.65026
C: 2.48131 0.48297 -0.22500
C: -1.25371 -1.10266 -0.18648
C: 1.72188 -1.55587 0.66431
C: -1.43647 1.25983 0.55286
N: 0.95036 -2.13981 -0.16856
N: 2.58710 -0.65003 0.31932
N: 1.47322 1.25187 -0.54364
N: 1.11393 2.40222 -0.39241
N: -2.54603 -1.47213 -0.32782
N: -0.80780 0.09835 0.05058
H: -0.42340 -2.95585 -1.38140
H: 3.39762 0.92443 -0.49075
H: 1.87066 -2.02996 1.75997
H: -0.70644 2.06812 0.70008
H: -2.27125 1.80985 -0.01974
H: -1.91261 1.27617 1.63871
H: 0.73819 2.95833 -1.32966
H: 1.40183 3.00058 0.42791
H: -2.90612 -2.50822 -0.53653
H: -3.22638 -0.93425 0.13852

E_LUMO (spin up / spin down): -10.5 / -10.5 eV
Relative energy (zero: lowest compared OMol25 entry of this formula, charge and spin): 711.3 kJ/mol
Net charge: +2
Energy: -14264.3384 eV

---

Here is the molecule C2H5N3O2 at a distorted geometry from OMol25. Energies are from wB97M-V/def2-TZVPD.

Positions of all 12 atoms, in Å:
C: 0.49973 0.07376 0.03049
C: -1.03527 0.59244 -0.41977
N: -1.83866 -0.62515 -0.54769
N: 0.26596 -0.82048 1.00460
N: 1.61614 0.88346 0.05661
O: -1.58674 -1.41681 -1.43493
O: -0.84484 -1.30548 1.34177
H: -1.54813 1.24045 0.19482
H: -0.85752 1.04500 -1.42718
H: 1.13481 -1.29867 1.32071
H: 1.97291 1.25493 -0.77859
H: 2.22160 0.37655 0.65915

E_LUMO (spin up / spin down): 0.3 / 0.3 eV
Relative energy (zero: lowest compared OMol25 entry of this formula, charge and spin): 729.2 kJ/mol
Energy: -10714.2523 eV

---

What is the energy in the fifth record?
-26504.1865 eV

---

Among the records above, which one has the highest relative energy (zero: lowest compared OMol25 entry of this formula, charge and spin)?
C2H5N3O2

---

Which value of energy does entry 4 give?
-12061.0510 eV

---

relative energy (zero: lowest compared OMol25 entry of this formula, charge and spin) of number 1 (C8H7CrN2O5S)?
11.3 kJ/mol